# 1
A 10-piece molecular cluster, C22H32B2NO44S7 overall, computed with wB97M-V/def2-TZVPD.

Geometry as XYZ:
```
108
Properties=species:S:1:pos:R:3:forces:R:3
O -2.948541 0.680983 4.101476 1.4248 -2.7368 1.3071
O 4.237869 2.127423 -1.029924 -3.1329 -0.2673 -5.5721
S 2.211939 3.660053 2.662126 2.1175 -0.0740 0.4730
O -0.955831 -3.446127 -1.708924 0.5025 -0.7826 1.8376
O -0.023401 0.785323 -2.863284 -0.5099 0.5279 2.6135
O 0.754769 3.041303 -8.603814 -0.1271 -2.6853 1.6791
C -3.180151 -4.230187 -1.264074 0.2724 -0.1237 -1.1019
H -0.900871 3.143733 3.419646 0.0713 0.8102 0.2745
H 1.011849 -2.867867 -4.526554 -0.3111 0.0459 -0.3246
S 2.467249 -3.365197 -2.046744 -0.2123 -1.0862 -1.5198
O -0.722781 -0.048417 5.247436 -1.3027 0.7506 -2.6201
O 3.593139 -3.060527 -3.300034 -0.8962 -0.5011 3.8773
O 3.466849 -2.218247 1.613926 -0.6914 2.8022 0.1960
H -2.497821 -2.764207 -2.822394 -0.0126 -0.3486 -0.2262
C 0.941329 2.064653 -7.888624 0.4257 2.2679 0.1454
O 3.464079 3.311623 3.383516 -3.5088 0.3348 -1.3391
H 1.155799 1.019623 3.671386 -0.2054 -0.0107 0.1459
O -2.124811 6.740433 -1.606414 -0.9409 -2.0917 1.3200
O 1.219619 0.851903 -4.689384 1.4639 1.1506 -0.6061
O -5.424041 0.499213 0.878756 0.5213 -0.4272 -0.2379
O 1.799529 -2.142267 -1.619184 1.3937 -1.6002 -0.5223
H -0.315401 -1.592807 -0.986124 -0.7052 -0.4125 -0.0234
H 1.170629 -4.487597 -5.051454 1.0283 -0.2452 -0.2203
H 0.131939 -0.612567 6.878756 0.4512 -0.6303 0.1587
O -2.470761 -4.322197 -0.079914 3.4749 0.0486 2.2472
C 2.238769 1.176063 -7.906364 1.1675 1.7603 -3.5616
N -0.348021 -0.691527 -0.531444 0.9716 0.4752 0.3659
O -7.474091 2.664023 4.066726 -0.0155 -0.3267 -2.6957
C 3.332369 -3.392117 2.366186 0.1476 -0.0769 1.4491
O 2.203809 0.317523 -6.955824 -1.5381 -1.0844 2.5877
O -0.348761 -5.703857 -0.598374 -1.1324 1.5288 -0.0549
H 5.670659 2.929263 0.273586 0.2642 -0.3560 -0.8653
O -1.672041 -1.166577 3.045906 -0.9459 0.7570 3.1384
O 2.942679 -4.329667 -1.047304 -0.6091 2.3405 -2.2190
O -2.124851 4.140583 -1.543534 -2.3301 2.1203 -2.6871
C -7.207311 3.049783 1.675236 -2.8129 3.1409 -2.4024
H -0.598091 4.736753 1.117726 0.0109 1.3753 -0.6049
O 2.075369 0.755303 -0.471474 2.8693 0.4631 -1.6363
C -1.447851 -2.001597 6.201626 3.5738 -2.4116 2.1614
O 3.334239 0.271123 2.470546 -0.4488 -2.1963 -0.1192
H 0.566499 -0.584397 -0.116374 0.7188 0.0144 0.1189
C -0.505051 -0.609187 -4.834574 -1.6933 0.0081 2.3929
H -1.367421 -3.052467 5.923566 0.5822 -0.1219 0.2230
H 5.420979 0.326393 1.215076 -0.3604 -0.1413 0.0061
O -1.476471 -1.213047 -4.386984 1.4457 0.1814 -1.2502
H 3.756959 -3.808007 -5.117314 -0.2746 0.0789 -0.3799
C -6.927541 2.418443 2.998846 0.5966 -0.6324 7.0730
O -4.295641 5.484273 -1.355294 3.2177 0.1123 0.6818
H -0.084621 4.324123 -1.037074 -0.1665 0.2727 -0.6762
H 0.803249 -1.448347 5.425096 -0.5285 -0.7461 -0.0050
O -5.802421 1.790553 2.931726 -0.2700 -0.1593 -1.4320
H -0.972531 -0.491797 0.236786 -0.8856 -0.6321 -0.0214
H -0.854981 2.753233 -0.975124 -0.0995 -0.0117 0.5526
C 0.563039 1.698393 3.058196 1.0083 0.9089 0.7596
S 3.306689 0.714663 -1.283814 0.1662 -0.5558 0.3673
O 0.257959 1.712363 -6.752624 0.8598 -0.0055 -1.4225
C -0.099031 -1.142837 5.954866 -2.8181 1.4490 0.1870
C -4.177721 0.022113 0.597236 -0.1149 -4.6716 -0.7319
C -2.213531 -3.710367 -2.361884 0.3474 -0.1892 0.3485
O 4.440959 -0.221077 -0.509754 -1.2238 1.4939 -0.7600
O 2.403559 4.705683 1.651956 -1.4243 -2.4479 1.6042
S -2.851031 5.585113 -1.101154 -0.7033 -1.3882 -0.9309
O -2.494101 -1.530497 5.538446 -3.6419 3.0351 -4.4286
O 1.424209 2.285293 2.117526 1.8542 1.8815 -1.7548
O 3.134109 1.329393 -8.727924 -1.5115 -0.3979 1.5312
O -0.056121 -3.623187 0.651686 -1.3987 -0.2026 -0.8781
H -0.398201 0.057623 -1.206994 -0.2547 0.2559 -0.8868
O 0.985679 4.033143 3.701026 1.4608 -0.0935 -1.4698
H 3.032809 -2.145957 -4.926374 -0.2185 -0.3121 -0.8572
H 4.197639 -3.584697 3.000466 0.9336 -0.1934 -1.1592
C -1.448711 4.297163 0.596856 1.8046 -0.3849 1.1315
H 2.602299 -3.698097 4.314386 -0.6136 0.3373 0.1715
C -3.208531 1.176883 0.910796 3.2245 -1.2426 -0.6731
H 3.000489 -4.203907 1.718916 0.2872 0.0001 0.1152
S 2.591199 -0.953397 2.296836 -1.3836 0.0441 -0.9124
S -2.096351 -0.502247 4.293186 2.5678 0.8441 -0.3932
O -8.122141 3.777853 1.388476 -0.6764 -0.3984 0.9798
C -1.020261 3.816663 -0.802194 0.7615 0.1762 1.4299
O 2.404809 -1.686657 3.775566 0.5626 0.3195 -1.8308
C 0.272339 0.405253 -3.936734 -0.1357 -0.8330 -2.8879
O 0.012399 -0.559687 -6.015784 -0.2846 -1.0673 -1.0129
S -0.815021 -4.362027 -0.327004 -0.5306 -0.1160 -0.9609
O 1.277649 -0.854527 1.618676 3.0600 -0.7834 2.0321
O 1.462999 -4.149377 -3.082394 1.3845 -0.1886 1.5179
H 6.397619 0.417133 -0.171544 -0.2033 0.0776 -0.7948
H 1.359239 -3.299297 2.995206 -0.4900 -0.0067 0.7578
C 4.954189 2.125753 0.102916 -1.1234 -2.7988 2.9387
H -1.764001 -1.924667 7.241936 0.5736 -0.1649 0.2151
C 3.027459 -3.185637 -4.599064 2.1019 0.3490 -0.0349
O -1.963091 1.043913 0.761506 -4.6244 1.5457 0.9956
B 0.952779 0.580573 -6.125724 0.3606 0.1888 -0.0615
O -6.239681 2.857313 0.934436 2.5166 -1.3516 -1.9626
O -3.944631 2.194853 1.347906 1.2584 0.1100 0.1294
H -3.366591 -5.269737 -1.533634 -1.2199 0.2752 -0.1429
C 0.096329 2.945923 3.812786 -1.3400 -1.5347 1.4741
C 5.379689 0.614413 0.164626 1.8164 0.4613 2.0375
O -3.894971 -1.175667 0.256956 -1.2865 5.8915 1.3986
C 1.668089 -3.733967 -4.440994 -3.2099 1.1459 0.6745
H 0.074079 2.676823 4.868816 -0.4953 0.2677 0.0312
O 3.205759 0.271773 -2.673984 0.6336 1.6347 3.0061
H -3.988871 -3.533777 -1.042544 -0.3052 -0.5003 -0.3900
B -5.339821 1.821463 1.487506 1.6624 -1.3208 -0.2879
H 4.163779 2.243033 0.844266 0.5329 0.1820 1.0774
H -0.250501 1.164013 2.567596 0.2023 0.2082 -0.1539
C 2.325829 -3.089657 3.453316 -1.1990 -0.7078 -0.4818
O -2.578441 5.200733 0.447086 0.4757 0.1916 0.1966
H -2.029641 -4.550097 -3.032054 -0.1180 0.4981 -0.5142
H -1.514681 3.502893 1.340416 -1.9142 -0.3631 -0.4338
```
Positions in Å, forces in eV/Å.

Output
**Spin multiplicity**: 2
**Molar mass**: 1260.55 g/mol
**Calculated total energy**: -192106.8517 eV

---

# 2
C22H32BF4MoN5O2S3 as an isolated structure, computed with wB97M-V/def2-TZVPD.

Geometry as XYZ:
```
70
Properties=species:S:1:pos:R:3:forces:R:3
H 3.032758 -0.153861 1.701700 -0.0446 -0.0009 0.0657
C -3.281753 -0.706982 0.796101 0.0871 0.0908 -0.0885
H -2.517331 -1.205383 -2.572926 -0.0008 -0.0346 -0.0153
H -0.385885 -2.275338 -3.050713 0.0012 -0.0418 -0.0319
C -0.338255 0.711258 -3.222099 -0.1456 -0.2385 -0.2076
N 0.763473 0.662013 -3.969737 0.0720 0.1323 0.0996
H -2.334471 1.146638 -3.391340 0.0300 0.0177 0.0385
N -1.479722 0.996817 -3.890288 0.0549 0.0817 -0.0211
H 1.995312 -3.817382 0.958513 0.0256 -0.0104 -0.0053
C -0.927329 -1.110155 1.575970 -0.0842 -0.5950 0.0651
H -2.407227 -1.332060 3.094747 -0.0112 0.0132 0.0185
H 1.212697 -2.675377 -2.430074 0.0007 -0.0279 -0.0242
C -0.025030 2.220647 2.769937 0.1066 0.1058 0.2025
H 3.538740 -0.096466 3.404098 -0.0330 -0.0163 -0.0038
N 0.894773 1.371744 2.165227 -0.0806 0.0208 -0.1020
S 1.311795 3.371483 -1.524756 -0.8781 -0.4958 0.2238
C 3.209695 0.493995 2.549087 0.1852 0.0182 -0.0424
C -2.291372 3.270383 2.439359 -0.0184 -0.0242 -0.0450
H -2.448814 1.032530 -1.447525 -0.0773 -0.0545 0.0536
H 0.690681 0.921589 -4.939684 -0.1091 0.0040 -0.0211
H -3.350127 0.098184 1.524264 0.0106 -0.0348 0.0359
F 4.670813 -0.550163 0.290614 -0.1344 -0.0239 -0.0422
H -0.146326 3.423131 4.599940 -0.0358 -0.0041 -0.0235
C -1.454010 -0.820725 2.966177 0.1563 0.1176 -0.0428
C -2.524906 2.297849 0.228515 -0.1230 0.1209 0.1124
S -3.467283 3.337862 1.204421 0.2876 -0.2572 -0.1010
H -1.626920 0.236978 3.162568 -0.0679 -0.0076 0.0077
F 4.366197 -0.043397 -1.902564 -0.2324 -0.0156 0.0036
C -1.257607 2.483156 2.057422 -0.1989 0.1252 -0.0044
H -0.790898 -1.200274 3.735876 0.0159 0.0603 0.0015
O 0.166260 3.635847 -2.386355 0.4923 0.1366 0.1719
C 1.212022 -2.014181 2.593115 0.0407 0.0931 -0.1269
C 1.997476 1.270531 2.884681 0.0864 0.0577 0.2992
C -2.564720 -1.956037 -1.779129 0.0482 0.1577 0.0133
O -0.384286 0.395120 -1.997713 0.3518 0.3086 0.4873
H -1.434877 1.362046 -4.825904 -0.0670 -0.0324 -0.0451
C -1.525823 -1.717581 -0.718587 0.1229 -0.1973 0.0859
C 0.378389 2.740800 3.951832 0.0472 -0.0580 -0.0274
H -3.804369 -1.571036 1.216353 -0.0492 0.0314 0.0093
S 1.942532 2.177420 4.336495 -0.1303 -0.1631 -0.3275
C -2.963458 1.937219 -1.140726 -0.0414 0.1251 -0.0257
C 2.086405 0.324849 -3.491090 0.1737 -0.0190 0.1078
H -4.043649 1.802372 -1.180292 0.0052 -0.0155 -0.0027
C -1.856843 -1.105974 0.504259 0.0906 0.0241 0.0834
H 0.888249 -2.944291 3.068007 0.0227 0.0096 0.0468
H 2.761791 -2.615623 -0.083129 0.0029 -0.0036 0.0364
H -2.698701 2.752034 -1.820432 0.0492 -0.0333 -0.0164
H -2.398095 -2.926265 -2.242246 -0.0186 0.0152 -0.0478
H -3.571028 -1.962142 -1.372166 -0.0065 0.0113 -0.0065
H 2.698156 1.218597 -3.365172 0.0220 -0.0197 0.0310
B 4.222934 0.289784 -0.631900 0.4037 0.2524 0.0141
F 4.001386 1.568457 -0.311673 0.0020 -0.1819 -0.0513
H 4.025239 1.173158 2.294743 -0.0383 0.0112 -0.0328
C 0.145057 -2.798768 -2.258465 0.0033 0.0913 0.0608
Mo 0.322435 0.717196 0.161095 0.4185 -1.2105 -0.7093
H -3.820900 -0.405736 -0.096305 -0.0210 0.0064 0.0154
C 0.638193 -2.362038 0.171801 -0.0967 0.0036 -0.0598
H 2.583042 -0.328131 -4.205621 -0.0297 -0.0026 -0.0125
N 0.996446 2.261496 -0.511503 0.6334 0.9608 -0.7134
H -0.088400 -3.863277 -2.339924 0.0145 0.0002 -0.0504
H 1.786455 -3.907203 -0.779722 0.0176 -0.0109 0.0042
C -0.240685 -2.254971 -0.910749 -0.1174 -0.1228 0.1440
F 2.122894 -0.174302 -0.336176 -0.8190 0.4630 0.3001
H 2.005394 -0.191527 -2.543199 -0.0171 -0.0044 0.0390
H -2.416805 3.808188 3.364612 0.0278 0.0098 -0.0020
H 2.248135 -2.141330 2.294623 -0.0022 -0.0130 0.0399
C 1.862581 -3.221370 0.057887 0.0541 0.1429 -0.0542
N -1.401647 1.907107 0.802090 -0.1831 0.2832 0.0544
C 0.324934 -1.742396 1.403535 -0.2514 -0.1091 0.1502
H 1.166213 -1.226739 3.340221 -0.0004 -0.0236 0.0111
```
Positions in Å, forces in eV/Å.

Output
**Spin multiplicity**: 3
**Charge**: +2
**Molar mass**: 677.48 g/mol
**Calculated total energy**: -80780.9571 eV

---

# 3
C22H32BN8O4S2Sn as an isolated structure, computed with wB97M-V/def2-TZVPD.

Geometry as XYZ:
```
70
Properties=species:S:1:pos:R:3:forces:R:3
H -8.432296 -5.128161 -11.169033 0.2827 -0.5246 -0.3903
N -13.323455 -8.892123 -10.333575 -0.3369 -0.7495 -1.1096
H -13.612716 -9.327367 -5.641637 -0.0820 0.5904 -1.2223
C -11.199800 -12.867507 -7.895615 1.3619 -0.2520 0.7019
C -9.816217 -8.440158 -13.459042 -0.3569 0.5865 0.8392
H -10.608618 -11.954537 -6.012948 -0.4435 0.1960 -0.3721
H -7.983474 -5.814834 -12.807918 -0.9581 -0.1637 1.1472
C -6.298741 -12.089990 -10.865331 -2.4247 1.3052 0.7617
C -10.938455 -11.610712 -7.011492 -0.5590 -0.5557 0.1480
H -15.538115 -10.698235 -11.911135 0.2479 0.1818 0.4798
H -13.033464 -11.069407 -13.107731 0.0246 0.0688 -0.0428
C -14.345911 -7.610050 -8.392367 0.4708 -0.5199 -0.9106
N -10.660970 -8.967366 -11.444774 -1.1081 -0.8848 -1.4133
H -9.613834 -13.894321 -6.775064 -0.1394 0.0385 -0.3461
H -4.204111 -13.962206 -12.411154 0.4471 0.5333 0.4106
C -11.527495 -13.669590 -10.322934 0.3542 1.5115 -0.1519
C -8.705191 -5.883568 -11.931289 0.2925 -0.2128 -0.2573
H -11.289380 -14.706148 -10.197226 -0.1133 -0.1646 -0.0209
S -7.940524 -11.684000 -10.753359 0.0895 -0.3396 -0.2191
N -11.892948 -11.680787 -11.282367 -0.2879 0.1538 2.5734
H -11.368264 -9.600366 -14.574548 -0.1388 -0.0041 0.2756
N -13.706449 -9.835673 -11.351672 1.1098 1.7306 2.3686
C -9.703270 -8.251178 -12.043453 -0.6265 0.1075 -0.9221
H -15.279435 -7.878401 -6.506916 0.0791 -0.1381 0.3672
H -8.849891 -8.135988 -9.227087 0.0084 0.5082 -0.1748
H -7.806500 -7.813209 -11.451416 0.3268 0.2045 0.3298
N -5.770997 -13.014078 -11.645814 -0.6286 -0.8276 -0.6875
B -12.583399 -10.582798 -12.110838 0.6997 -0.0113 -0.6633
C -4.136538 -11.415753 -10.187357 0.2453 -0.1047 0.2439
N -5.491053 -11.334778 -10.078050 2.0928 0.7095 0.5655
O -11.374787 -5.861615 -5.089119 0.8726 -0.4363 0.2676
H -9.207846 -7.943854 -14.220707 -0.3678 -0.3901 0.3707
Sn -11.371808 -9.174938 -9.364556 0.1837 -1.0909 0.0830
H -15.238569 -7.010225 -8.473965 -0.2155 0.5009 -0.1975
O -9.662407 -7.251415 -6.204052 -0.0526 0.4558 0.5084
C -9.992389 -13.857999 -7.809900 0.2723 0.9274 0.3851
H -15.184209 -9.329374 -7.539053 -0.2905 -0.2644 0.3619
C -14.999698 -10.062311 -11.202518 -0.7052 0.5501 0.7956
H -12.271831 -7.090704 -7.747471 0.1459 -0.4154 0.1003
C -3.595925 -12.343498 -11.035545 0.9393 0.6730 0.3420
H -9.695606 -5.546807 -12.262205 0.1334 -0.3272 -0.1521
H -12.739723 -6.321455 -9.300194 -0.4244 -0.5974 0.6936
C -11.755299 -12.981729 -11.511944 -0.6156 -1.0925 0.2052
H -10.236154 -14.887605 -8.085549 0.0155 0.3124 -0.2522
O -10.306854 -7.771286 -3.885874 0.0737 0.9665 -0.5748
H -10.140909 -10.939454 -7.345284 0.0422 -0.3692 -0.3836
C -14.641264 -8.470668 -7.160653 0.4023 0.0719 0.4481
H -13.362482 -5.762709 -7.769745 -0.0944 -0.3319 -0.0606
C -9.015370 -7.181803 -9.764361 0.1403 -1.0153 -0.4438
H -11.943634 -13.355870 -12.515332 0.2283 0.0039 0.2817
S -10.402533 -6.910580 -5.027432 -0.9823 -1.0433 -0.3017
H -8.392584 -6.418522 -9.318217 0.3866 0.0445 -0.0538
C -14.410123 -8.524016 -9.617138 0.4496 -1.9390 -1.0525
H -10.026913 -6.852411 -9.587956 -0.5373 0.1935 0.1321
H -9.209984 -13.415314 -8.455716 -0.1043 -0.6459 0.2829
H -3.502923 -10.764295 -9.570719 -0.5708 -0.2178 -0.2661
C -13.103850 -6.690970 -8.303363 -0.4915 1.1784 -0.5967
N -11.693578 -11.482631 -9.890893 -0.3630 1.9711 -1.6176
H -2.531817 -12.454961 -11.196482 -0.0669 0.1625 0.2688
H -5.929728 -10.633210 -9.470823 0.1657 -0.5730 -0.4624
C -10.963782 -9.235474 -13.638825 1.9319 0.6058 -0.4295
H -12.065530 -13.432552 -7.587559 -0.4923 0.1153 0.7720
C -8.767667 -7.329797 -11.271367 0.3811 0.7401 -0.9588
H -11.851017 -10.994333 -6.922625 0.3200 -0.2548 0.1410
C -15.480012 -9.310270 -10.104863 1.1571 0.2851 -1.0073
O -13.433732 -8.888464 -6.510449 -0.1499 -0.2971 0.6476
C -11.464861 -12.639314 -9.321107 -0.0403 -1.2362 -1.8610
N -11.436313 -9.590599 -12.466078 0.1309 0.9055 1.8568
H -16.464812 -9.303232 -9.755729 -1.2874 0.0935 0.3066
C -4.483945 -13.141651 -11.730860 -0.4499 -1.1922 -0.8870
```
Positions in Å, forces in eV/Å.

Output
**Charge**: +1
**Molar mass**: 666.21 g/mol
**Energy above the lowest of the compared OMol25 structures with the same formula, charge and spin**: 1.2 kcal/mol